1.
C3H6ClO3S | ωB97M-V/def2-TZVPD

Relative energy (zero: lowest compared OMol25 entry of this formula, charge and spin) (kJ/mol): 235.61
Charge: -1
HOMO level (alpha / beta) (eV): -3.881 / -3.880

Each line ends with the Löwdin charge.
Atoms and positions in Å:
H  -0.1705  0.5103  1.6550  0.10
C  -1.1290  0.4584  -1.0472  -0.14
O  1.4984  1.7035  -0.5747  -0.44
C  -0.6963  -0.4880  1.3872  -0.20
C  -0.4988  -0.5956  -0.1046  -0.88
Cl  -0.4549  -2.1952  -0.6607  0.63
S  1.8802  0.3227  -0.2048  0.48
O  2.6698  0.3089  1.0157  -0.40
H  -0.4440  1.2529  -1.0189  0.00
H  -0.0570  -1.0980  1.9405  0.03
H  -2.1245  0.8704  -0.7064  0.08
O  2.4454  -0.4094  -1.3527  -0.43
H  -1.1282  -0.0503  -2.0321  0.07
H  -1.7906  -0.5905  1.7038  0.09

---

2.
C3H6ClO4S | ωB97M-V/def2-TZVPD

Relative energy (zero: lowest compared OMol25 entry of this formula, charge and spin) (kJ/mol): 0.00
Charge: -1
HOMO level (eV): -5.275

Each line ends with the Löwdin charge.
Atoms and positions in Å:
H  1.6892  0.9271  -0.2833  0.11
H  -0.8429  -0.7693  -0.2853  0.11
Cl  0.7507  2.6983  -2.4096  0.49
O  -1.2359  -2.4484  1.8720  -0.36
H  -0.7272  0.9070  -2.1424  0.07
H  0.8881  0.3515  -2.6284  0.07
O  -0.3372  -0.8953  3.5682  -0.34
C  0.6376  0.7518  -0.5004  -0.26
C  0.2160  -0.6393  -0.0682  -0.29
S  -0.8625  -1.0800  2.2363  0.39
H  0.0645  1.4598  0.0954  0.11
O  -1.8068  -0.0624  1.8031  -0.36
O  0.4738  -0.7838  1.3129  -0.27
C  0.3368  1.0030  -1.9599  -0.59
H  0.7558  -1.4200  -0.6103  0.12

---

3.
C3H6ClPS2 | ωB97M-V/def2-TZVPD

Relative energy (zero: lowest compared OMol25 entry of this formula, charge and spin) (kJ/mol): 150.99
Charge: 0
HOMO level (eV): -8.123

Each line ends with the Löwdin charge.
Atoms and positions in Å:
H  -0.3635  1.9377  -2.2404  0.07
C  -0.0224  -1.6628  -0.7319  -0.37
H  -0.3534  -2.0174  0.2344  0.03
H  1.2462  2.6354  -2.1395  0.00
H  -0.0657  -2.4084  -1.4948  0.02
P  3.4693  0.9415  0.6122  0.41
H  -0.4959  -0.7305  -0.9910  0.00
C  1.9723  0.2886  0.0512  -1.35
Cl  4.8490  -0.4864  0.4425  0.12
S  1.7711  -1.3617  -0.5613  0.73
H  0.9545  0.8480  -2.2039  -0.02
S  0.6900  1.5017  -0.0615  0.70
C  0.7184  1.8033  -1.8835  -0.34

---

4.
C3H6CoO5 | ωB97M-V/def2-TZVPD

2S+1: 5
Charge: +1
⟨S²⟩: 6.013
HOMO level (alpha / beta) (eV): -12.224 / -12.152

Each line ends with the Löwdin spin population.
Atoms and positions in Å:
H  -1.2767  0.7802  0.2686  0.00
O  -1.5524  0.4314  -2.3851  0.13
O  0.9203  -2.8714  2.8723  0.08
O  0.0261  1.6498  -3.2882  0.14
Co  -1.5292  1.0216  -4.1182  2.71
H  -0.4136  -0.6793  -0.3036  0.00
C  -0.2964  0.3746  -0.0169  0.04
H  1.6829  0.1448  0.7749  0.00
O  0.2441  -0.1614  2.2476  0.78
H  0.6175  -1.5607  2.5024  -0.01
C  -0.4723  1.0889  -2.2624  0.02
H  0.8273  1.5931  1.3425  0.03
O  0.2028  1.1178  -1.1478  0.01
C  0.6958  0.5122  1.1323  0.08
H  0.3239  -3.4416  2.3817  0.00

---

5.
C3H6DyLiO5 | ωB97M-V/def2-TZVPD

Relative energy (zero: lowest compared OMol25 entry of this formula, charge and spin) (kJ/mol): 0.00
2S+1: 7
Charge: +1
⟨S²⟩: 12.022
HOMO level (alpha / beta) (eV): -11.640 / -11.640

Each line ends with the Löwdin spin population.
Atoms and positions in Å:
O  -3.4444  0.6763  1.8108  0.00
H  -1.1579  -3.0225  -2.7524  0.00
H  -0.5765  -1.4002  -0.8844  0.00
C  -3.6974  1.5376  0.9237  0.00
O  0.6545  -2.0784  -3.0205  0.08
C  -0.7168  -2.0184  -2.9255  0.00
O  -2.5422  -1.2597  -1.5457  0.00
H  -1.1815  -1.6322  -3.8562  0.00
H  -2.6678  -1.3576  -0.5797  0.00
H  -0.9219  -0.0703  -2.0669  0.00
Dy  2.7908  -1.3973  -2.5085  5.92
O  -4.7178  1.2671  0.0985  0.00
C  -1.1672  -1.1146  -1.7830  0.00
H  -5.1078  2.0936  -0.2121  0.00
O  -3.0769  2.6231  0.8269  0.00
Li  -2.1143  2.0276  2.4345  0.00

---

6.
C3H6F2N2O | ωB97M-V/def2-TZVPD

Relative energy (zero: lowest compared OMol25 entry of this formula, charge and spin) (kJ/mol): 43.66
Charge: 0
HOMO level (eV): -10.536

Each line ends with the Löwdin charge.
Atoms and positions in Å:
H  -0.8032  1.5099  0.3776  0.14
H  0.0255  -2.0935  0.1731  0.19
F  2.4645  -0.7199  0.2092  0.03
N  1.9542  1.4789  -0.0763  0.20
H  -2.1967  -1.1075  -0.1127  0.11
H  2.6852  1.8210  0.5409  0.09
C  1.5892  0.2987  -0.1926  -0.38
N  -2.1595  -0.0364  -0.0977  0.05
H  -2.8788  0.2707  0.5975  0.10
F  -0.5195  -0.1666  1.5396  -0.08
C  -0.8270  0.4172  0.2416  -0.28
H  0.1549  0.1756  -1.6890  0.15
O  0.1540  -1.6260  -0.7881  -0.05
C  0.3572  -0.2221  -0.7232  -0.26

---

7.
C3H6F2S | ωB97M-V/def2-TZVPD

Relative energy (zero: lowest compared OMol25 entry of this formula, charge and spin) (kJ/mol): 126.82
Charge: 0
HOMO level (eV): -8.920

Each line ends with the Löwdin charge.
Atoms and positions in Å:
S  0.9756  -0.4768  -1.6368  0.80
H  2.0250  1.4694  0.4577  0.06
F  -2.2259  -1.9434  0.6442  -0.15
H  -1.3911  0.7667  1.0082  0.14
H  -1.9612  -1.4887  -0.2389  0.13
H  2.2983  -0.3271  0.6504  0.11
H  -0.2617  -0.3446  -2.3526  -0.06
C  0.4289  0.3095  -0.1616  -0.69
C  -0.8734  0.5321  0.0576  -0.20
C  1.5645  0.5780  0.7467  -0.12
F  -1.8076  0.2754  -0.8990  -0.06
H  1.2287  0.6495  1.7240  0.06

---

8.
C3H6FN2O | ωB97M-V/def2-TZVPD

Relative energy (zero: lowest compared OMol25 entry of this formula, charge and spin) (kJ/mol): 0.00
2S+1: 3
Charge: +1
⟨S²⟩: 2.020
HOMO level (alpha / beta) (eV): -10.730 / -15.656

Each line ends with the Löwdin spin population.
Atoms and positions in Å:
H  3.9427  -0.7346  -0.2694  0.03
C  2.9225  -0.4214  -0.1093  0.62
H  0.0655  -0.9230  -1.0647  0.01
H  1.6607  2.3423  0.8805  0.01
H  -2.3092  -0.2498  -0.5575  0.01
N  -1.6343  -0.2846  0.1565  0.06
C  -0.1979  -0.2484  -0.2365  0.45
O  2.6630  0.8255  0.0234  0.24
N  0.2695  0.8631  0.1899  0.10
H  -1.7520  0.4876  0.7429  0.00
C  1.4407  1.4213  0.2978  0.32
F  1.9346  -1.3518  0.0289  0.14
H  -1.8119  -1.0651  0.6987  0.01

---

9.
C3H6FN2S | ωB97M-V/def2-TZVPD

Relative energy (zero: lowest compared OMol25 entry of this formula, charge and spin) (kJ/mol): 251.98
Charge: +1
HOMO level (eV): -13.702

Each line ends with the Löwdin charge.
Atoms and positions in Å:
H  -2.0356  2.5640  2.0293  0.19
F  0.0836  1.4007  2.1697  -0.05
H  -0.7561  -0.5723  -1.2098  0.16
N  -1.6427  2.1328  1.0849  0.11
H  0.2897  -2.9944  -1.1318  0.14
C  -0.5209  1.4628  0.9809  -0.19
S  2.0703  -0.2415  1.1723  1.07
C  1.0905  -0.3472  0.0173  -0.51
H  -2.4327  1.9210  0.4811  0.11
H  1.8722  -2.2104  -1.3481  0.14
C  0.3459  -0.7996  -1.2060  -0.26
N  0.8537  -2.1151  -1.0976  0.00
H  0.7822  -0.2008  -1.9422  0.11

---

10.
C3H6FN3PS | ωB97M-V/def2-TZVPD

Charge: +1
HOMO level (eV): -13.078

Each line ends with the Löwdin charge.
Atoms and positions in Å:
N  -1.3203  -1.2989  -0.0211  0.25
N  -0.2840  0.6740  0.0297  -0.24
C  1.2891  -1.3941  -0.0662  0.01
P  0.8343  2.0591  0.0700  0.41
H  1.3168  -2.0563  -0.9743  0.11
C  -2.2179  -0.2144  0.0667  -0.28
H  1.0688  2.4061  1.4417  0.01
N  -1.6141  0.9785  0.0809  0.15
H  1.3716  -2.0793  0.8298  0.11
H  2.1746  -0.7148  -0.0399  0.04
C  -0.0764  -0.6679  -0.0259  -0.21
H  -1.5131  -2.3047  -0.0397  0.20
S  2.4269  1.8477  -0.9943  0.23
F  -3.5364  -0.3794  0.1323  0.18
H  0.0801  3.1445  -0.4896  0.01

---

11.
C3H6FNO | ωB97M-V/def2-TZVPD

Relative energy (zero: lowest compared OMol25 entry of this formula, charge and spin) (kJ/mol): 958.20
Charge: 0
HOMO level (eV): -8.656

Each line ends with the Löwdin charge.
Atoms and positions in Å:
C  0.4787  0.6484  0.4500  -0.34
H  1.3445  0.8964  -1.7966  0.38
F  -0.5832  1.5164  -1.6125  -0.07
H  -1.5910  1.0433  0.3607  0.18
O  1.5853  1.4617  -0.0779  -0.14
N  -0.6060  -1.5924  0.5543  -0.08
H  -1.0762  -1.4775  1.6855  0.17
H  0.6069  -0.9857  -1.0232  0.12
C  -0.0228  -0.5639  -0.2882  -0.37
H  0.3598  -2.5807  0.6990  0.22
H  0.2638  0.9117  1.4547  0.13
C  -0.7598  0.7223  -0.4057  -0.20

---

12.
C3H6FNO | ωB97M-V/def2-TZVPD

Relative energy (zero: lowest compared OMol25 entry of this formula, charge and spin) (kJ/mol): 184.49
Charge: 0
HOMO level (eV): -9.311

Each line ends with the Löwdin charge.
Atoms and positions in Å:
F  1.2909  -1.1659  -0.8530  0.04
H  1.4639  -1.1110  1.1572  0.14
N  -1.2789  -0.2825  -0.6526  0.05
H  1.0668  1.3919  1.2132  0.14
H  -0.8926  -0.3322  1.4902  0.13
H  -1.2218  -1.2216  -1.0548  0.10
C  -0.4719  -0.1496  0.5184  -0.25
C  0.6803  0.8316  0.3741  -0.28
O  0.7313  1.5369  -0.8166  -0.01
H  -2.2531  -0.0998  -0.4067  0.09
C  0.9545  -0.6238  0.3335  -0.25
H  -0.0694  1.2259  -1.3028  0.09

---

13.
C3H6FNO2 | ωB97M-V/def2-TZVPD

Relative energy (zero: lowest compared OMol25 entry of this formula, charge and spin) (kJ/mol): 304.13
Charge: 0
HOMO level (eV): -9.783

Each line ends with the Löwdin charge.
Atoms and positions in Å:
F  1.9849  -1.5081  0.3624  0.02
C  1.0357  -0.6118  -0.1157  -0.33
H  1.4824  1.0846  1.3398  0.01
H  2.2193  0.8982  -1.1650  0.16
H  -1.4387  -0.5483  -0.5991  0.10
O  0.1869  -0.1722  2.0790  0.11
C  -1.4673  -0.9115  0.4592  0.01
N  1.3302  0.6910  -0.6174  0.02
C  -0.1083  -0.4830  0.9561  -0.36
H  -1.6643  -1.9792  0.5823  0.10
H  0.5562  -1.1323  -0.9737  0.14
H  -2.1866  -0.4036  1.0439  0.07
O  1.6228  1.5341  0.5468  -0.06

---

14.
C3H6FNS | ωB97M-V/def2-TZVPD

Relative energy (zero: lowest compared OMol25 entry of this formula, charge and spin) (kJ/mol): 59.73
Charge: 0
HOMO level (eV): -8.704

Each line ends with the Löwdin charge.
Atoms and positions in Å:
N  0.0058  -1.6583  1.4279  0.05
H  0.2624  -1.7120  2.3999  0.09
H  -1.2332  -1.4455  -0.7064  0.12
H  0.4118  -1.0766  -1.3354  0.10
H  -1.6222  1.1848  -0.8546  0.15
F  -0.8612  0.6873  -2.6415  -0.03
C  -0.3681  -0.7354  -0.6948  -0.14
S  0.9700  0.7904  1.3636  0.67
H  0.1825  1.3426  -1.0732  0.06
C  0.1668  -0.4908  0.7646  -0.89
C  -0.6616  0.6987  -1.3230  -0.29
H  -0.6346  -2.3526  1.0490  0.10

---

15.
C3H6FOP | ωB97M-V/def2-TZVPD

Relative energy (zero: lowest compared OMol25 entry of this formula, charge and spin) (kJ/mol): 163.67
Charge: 0
HOMO level (alpha / beta) (eV): -8.282 / -8.283

Each line ends with the Löwdin charge.
Atoms and positions in Å:
C  1.8771  -0.0391  0.1215  -0.13
H  0.3593  0.4984  1.6273  0.11
F  -4.1715  -0.6667  0.5522  -0.40
H  1.9302  -0.0552  -0.9161  0.02
H  -0.2856  0.1777  -1.3560  0.12
O  -1.6320  0.8876  0.0264  -0.29
H  2.6468  0.8167  0.4854  0.12
H  -4.1431  1.3694  -0.4594  -0.08
P  -3.5410  0.0941  -0.7487  1.03
C  -0.5097  0.3065  -0.2804  -0.40
H  2.3193  -1.0314  0.3197  0.07
C  0.4564  0.2133  0.5708  -0.16

---

16.
C3H6HgO3 | ωB97M-V/def2-TZVPD

Relative energy (zero: lowest compared OMol25 entry of this formula, charge and spin) (kJ/mol): 355.10
Charge: 0
HOMO level (alpha / beta) (eV): -8.283 / -8.282

Each line ends with the Löwdin charge.
Atoms and positions in Å:
H  -1.4378  -1.5527  0.3635  0.10
C  -1.7501  0.5836  0.2583  -0.39
Hg  0.5699  0.3459  -0.8388  1.32
C  3.2247  0.1422  0.4210  -0.02
O  -0.4685  1.0815  0.5369  -0.48
C  -1.6902  -0.8016  -0.4194  -0.40
H  -2.2945  1.2750  -0.4235  0.11
H  -2.3641  0.4989  1.1801  0.11
O  -0.7455  -0.8318  -1.4534  -0.47
H  2.8777  -0.2504  1.3932  0.11
H  -2.7062  -1.0573  -0.7867  0.11
O  2.4974  0.1437  -0.5589  -0.21
H  4.2872  0.4230  0.3276  0.11

---

17.
C3H6HoO3 | ωB97M-V/def2-TZVPD

Relative energy (zero: lowest compared OMol25 entry of this formula, charge and spin) (kJ/mol): 0.00
2S+1: 6
Charge: +2
⟨S²⟩: 8.753
HOMO level (alpha / beta) (eV): -17.159 / -19.745

Each line ends with the Löwdin spin population.
Atoms and positions in Å:
O  0.5300  0.0852  0.2542  0.05
C  -1.6483  0.8254  -0.4845  0.00
O  0.6620  -2.1867  0.1191  0.00
H  -1.2734  1.8347  -0.6979  0.00
C  1.0753  -1.0852  -0.0761  0.01
O  2.3649  -0.7908  -0.3025  0.06
H  -0.8611  0.8023  1.5423  0.00
H  2.9126  -1.6099  -0.2722  0.00
H  -1.2215  -0.8208  0.8790  0.00
H  -1.5920  0.2211  -1.3992  0.00
H  -2.6991  0.9024  -0.1760  0.00
Ho  2.6188  1.6354  -0.0231  4.87
C  -0.8684  0.1868  0.6371  0.00

---

18.
C3H6I2 | ωB97M-V/def2-TZVPD

Relative energy (zero: lowest compared OMol25 entry of this formula, charge and spin) (kJ/mol): 56.15
Charge: 0
HOMO level (eV): -8.879

Each line ends with the Löwdin charge.
Atoms and positions in Å:
I  2.9182  0.9602  0.0029  0.62
I  1.2149  -2.2422  -0.0205  0.66
C  0.0925  -0.3457  0.2750  -0.79
C  0.7952  0.9562  -0.6845  -0.52
H  -1.8101  -1.0575  -0.4519  0.05
H  -1.6398  -1.0477  1.1559  0.04
H  0.4515  -0.0364  1.2341  0.00
C  -1.4282  -0.4370  0.3272  -0.17
H  -1.8661  0.6072  0.3741  0.11
H  0.4063  1.9210  -0.4969  0.00
H  0.8657  0.7218  -1.7153  0.00

---

19.
C3H6IN | ωB97M-V/def2-TZVPD

Relative energy (zero: lowest compared OMol25 entry of this formula, charge and spin) (kJ/mol): 259.18
Charge: 0
HOMO level (eV): -9.111

Each line ends with the Löwdin charge.
Atoms and positions in Å:
C  -1.3294  -1.4594  -0.3074  -0.17
H  -1.4519  -2.4383  0.1433  0.07
H  -0.8811  -1.4908  -1.2951  0.07
I  3.2675  -0.1728  -0.0160  0.62
H  -0.3995  0.2426  1.1715  0.07
H  2.9230  2.2543  -0.7271  -0.04
C  -1.1124  -0.2603  0.5693  -0.06
H  -3.2733  0.0122  -0.1098  0.08
N  2.3159  1.6379  -0.1973  -0.52
C  -2.2899  -0.3586  0.0351  -0.06
H  2.2312  2.0333  0.7336  -0.04